Arrangement w

{"formula": "C3H4N2", "method": "the ωB97M-V functional and the def2-TZVPD basis", "elements": ["C", "C", "N", "N", "C", "H", "H", "H", "H"], "xyz": [[0.630, 0.749, -0.032], [0.998, -0.606, -0.055], [-0.034, -1.407, -0.034], [-1.127, -0.636, 0.078], [-0.734, 0.806, -0.008], [1.354, 1.551, 0.045], [1.999, -0.992, -0.038], [-1.910, -1.280, -0.142], [-1.175, 1.817, 0.187]], "mulliken_charge": [-0.1866, -0.2297, -0.5940, 0.0377, -0.3852, 0.3458, 0.4059, 0.2852, 0.3209], "homo_lumo_gap_ev": 10.60, "e_homo_ha": -0.3464, "smiles": "c1cn[nH]c1"}


Arrangement x

{"formula": "C3H4N2", "method": "the ωB97M-V functional and the def2-TZVPD basis", "elements": ["N", "C", "C", "C", "N", "H", "H", "H", "H"], "xyz": [[1.784, 0.862, -0.532], [1.809, -0.375, -0.155], [0.415, 0.052, -0.023], [-0.962, -0.347, -0.298], [-0.511, 0.170, 1.030], [0.664, 1.282, -0.527], [-1.636, 0.323, -0.827], [-1.177, -1.410, -0.404], [-0.387, -0.556, 1.735]], "mulliken_charge": [-0.2055, -0.4416, 0.5222, -0.3502, -0.5082, 0.2833, 0.2201, 0.2413, 0.2386], "homo_lumo_gap_ev": 10.19, "e_homo_ha": -0.3412}


Most stable structure: arrangement w


Arrangement w

{"formula": "C3H4N2", "method": "the ωB97M-V functional and the def2-TZVPD basis", "elements": ["N", "C", "C", "C", "N", "H", "H", "H", "H"], "xyz": [[-1.228, -1.096, 0.226], [-0.692, 1.253, -0.200], [0.586, 0.831, -0.048], [0.895, -0.544, -0.059], [-0.075, -1.441, -0.161], [-1.882, -1.805, -0.156], [-0.937, 2.220, 0.278], [1.438, 1.510, 0.074], [1.896, -0.928, 0.046]], "mulliken_charge": [-0.4079, -0.4028, -0.0341, -0.1599, -0.1358, 0.2334, 0.2156, 0.3319, 0.3596], "homo_lumo_gap_ev": [7.80, 7.83], "e_homo_ha": [-0.3116, -0.3153]}


Arrangement x

{"formula": "C3H4N2", "method": "the ωB97M-V functional and the def2-TZVPD basis", "elements": ["C", "C", "N", "C", "N", "H", "H", "H", "H"], "xyz": [[0.352, -1.422, 0.973], [-0.226, -0.375, 0.315], [0.552, 0.550, -0.502], [-0.056, 1.525, -1.189], [0.430, 2.188, -0.266], [-0.411, -2.117, 1.305], [1.234, -1.587, 1.455], [-1.279, -0.350, 0.007], [-0.596, 1.589, -2.099]], "mulliken_charge": [-0.6395, -0.0151, -0.3193, 0.2395, -0.3818, 0.2181, 0.3436, 0.2300, 0.3246], "homo_lumo_gap_ev": 9.86, "e_homo_ha": -0.3375, "smiles": "C=CN1C=N1"}


Most stable structure: arrangement x


Arrangement w

{"formula": "C3H9BNO2", "method": "the ωB97M-V functional and the def2-TZVPD basis", "elements": ["C", "C", "N", "C", "B", "O", "O", "H", "H", "H", "H", "H", "H", "H", "H", "H"], "xyz": [[1.851, -0.906, -0.768], [0.990, -0.295, 0.062], [1.280, 1.148, 0.281], [-0.416, -0.848, 0.813], [-1.636, -0.175, -0.026], [-2.605, -1.005, -0.387], [-1.607, 1.210, -0.106], [2.808, -0.563, -1.104], [1.523, -1.883, -1.085], [1.355, 1.644, -0.627], [2.171, 1.419, 0.763], [0.493, 1.598, 0.819], [-0.281, -0.449, 1.804], [-0.246, -1.857, 0.842], [-3.398, -0.655, -0.739], [-2.281, 1.615, -0.541]], "mulliken_charge": [-0.8593, 0.3386, -0.2953, -0.9620, 0.6288, -0.4132, -0.5477, 0.3205, 0.2657, 0.3868, 0.3844, 0.3679, 0.3326, 0.4740, 0.3052, 0.2728], "homo_lumo_gap_ev": 10.96, "e_homo_ha": -0.5313, "charge": 1, "smiles": "C=C([NH3+])CB(O)O"}


Arrangement x

{"formula": "C3H9BNO2", "method": "the ωB97M-V functional and the def2-TZVPD basis", "elements": ["B", "C", "C", "C", "N", "O", "O", "H", "H", "H", "H", "H", "H", "H", "H", "H"], "xyz": [[0.273, -1.187, -0.056], [-1.041, 0.583, 0.947], [-0.794, -0.734, 1.789], [-0.287, 0.391, -0.413], [-0.988, 0.780, -1.519], [-0.050, -1.659, 1.038], [2.697, -0.218, -1.337], [-2.064, 0.536, 0.479], [-0.854, 1.499, 1.458], [-0.194, -0.343, 2.607], [-1.676, -1.231, 2.352], [0.777, 0.883, -0.511], [-1.864, 0.333, -1.466], [-0.491, 0.617, -2.398], [3.453, -0.280, -0.723], [3.102, 0.031, -2.250]], "mulliken_charge": [0.5135, -0.6327, -0.2416, -0.0582, -0.5185, -0.1725, -0.6026, 0.2487, 0.3571, 0.2730, 0.3345, 0.3526, 0.2320, 0.2818, 0.3160, 0.3169], "homo_lumo_gap_ev": [8.03, 8.03], "e_homo_ha": [-0.5168, -0.5168], "charge": 1}


Most stable structure: arrangement w


Arrangement w

{"formula": "CH3IO2", "method": "the ωB97M-V functional and the def2-TZVPD basis", "elements": ["C", "O", "O", "I", "H", "H", "H"], "xyz": [[0.152, 0.651, 0.010], [1.195, -0.226, 0.141], [-1.042, 0.333, 0.510], [-1.746, -2.112, -0.641], [0.413, 1.598, 0.435], [0.098, 0.784, -1.027], [0.931, -1.029, 0.573]], "mulliken_charge": [-0.0994, -0.4371, -0.4568, 0.1162, 0.2731, 0.3082, 0.2959], "homo_lumo_gap_ev": [6.26, 6.22], "e_homo_ha": [-0.3686, -0.3676]}


Arrangement x

{"formula": "CH3IO2", "method": "the ωB97M-V functional and the def2-TZVPD basis", "elements": ["C", "O", "O", "I", "H", "H", "H"], "xyz": [[0.399, -0.359, 0.317], [-0.827, -0.881, -0.031], [0.478, 0.939, 0.576], [-0.303, 2.216, -1.867], [0.524, -0.877, 1.441], [1.189, -0.910, -0.319], [-1.459, -0.128, -0.118]], "mulliken_charge": [-0.0388, -0.4033, -0.4329, 0.0782, 0.2093, 0.2625, 0.3249], "homo_lumo_gap_ev": [5.87, 5.86], "e_homo_ha": [-0.3582, -0.3578]}


Most stable structure: arrangement w


Arrangement w

{"formula": "C3H8ClN3", "method": "the ωB97M-V functional and the def2-TZVPD basis", "elements": ["C", "N", "C", "C", "N", "N", "Cl", "H", "H", "H", "H", "H", "H", "H", "H"], "xyz": [[0.125, 1.086, 1.095], [0.697, 0.629, -0.132], [-0.247, 0.466, -1.226], [1.584, -0.859, 0.097], [0.789, -1.992, 0.155], [2.865, -0.818, -0.040], [3.693, 0.574, -0.107], [-0.740, 0.518, 1.347], [0.836, 0.979, 2.048], [-0.290, 2.163, 1.135], [-0.731, 1.503, -1.552], [0.430, -0.034, -1.918], [-1.233, -0.115, -1.126], [-0.216, -2.023, 0.362], [1.289, -2.754, 0.582]], "mulliken_charge": [-0.8771, -0.0590, -0.8363, 0.4856, -0.3900, -0.4915, -0.0527, 0.3652, 0.2249, 0.2860, 0.2439, 0.3424, 0.2543, 0.2349, 0.2692], "homo_lumo_gap_ev": 9.47, "e_homo_ha": -0.3204, "smiles": "CN(C)/C(N)=N\\Cl"}


Arrangement x

{"formula": "C3H8ClN3", "method": "the ωB97M-V functional and the def2-TZVPD basis", "elements": ["H", "N", "C", "C", "Cl", "N", "N", "C", "H", "H", "H", "H", "H", "H", "H"], "xyz": [[-0.017, 2.751, -0.219], [0.530, 1.855, -0.386], [-0.081, 0.850, 0.056], [-1.478, 0.547, 0.658], [-2.260, -0.741, -0.216], [0.578, -0.320, 0.155], [1.774, -0.638, -0.485], [3.121, -0.634, 0.330], [-1.428, 0.202, 1.633], [-1.973, 1.562, 0.584], [0.049, -1.363, 0.391], [1.739, 0.180, -1.164], [3.420, -1.348, 0.966], [3.879, -0.633, -0.581], [3.196, 0.388, 0.820]], "mulliken_charge": [0.2189, -0.7701, 0.6092, -0.4221, -0.1785, -0.0352, -0.7250, -0.6798, 0.2760, 0.2771, 0.2879, 0.3080, 0.3381, 0.2534, 0.2422], "homo_lumo_gap_ev": 9.04, "e_homo_ha": -0.3014, "smiles": "[H]/N=C(\\CCl)NNC"}


Most stable structure: arrangement x


Arrangement w

{"formula": "C5H17N2O", "method": "the ωB97M-V functional and the def2-TZVPD basis", "elements": ["N", "C", "C", "N", "C", "C", "C", "H", "H", "H", "H", "H", "H", "H", "H", "H", "H", "H", "H", "H", "H", "H", "H", "H", "O"], "xyz": [[0.649, -2.226, -0.635], [0.018, -1.512, -1.792], [-1.124, -0.514, -1.467], [-0.772, 0.148, -0.184], [0.578, 0.833, -0.175], [0.625, 1.702, 1.083], [0.016, 3.062, 0.892], [1.667, -2.379, -0.671], [0.343, -1.750, 0.273], [0.123, -3.179, -0.580], [0.741, -0.960, -2.418], [-0.451, -2.274, -2.470], [-1.282, 0.237, -2.224], [-2.054, -1.102, -1.159], [-1.526, 0.779, 0.053], [0.429, 1.304, -1.168], [1.442, 0.202, -0.284], [1.628, 1.782, 1.584], [0.179, 1.097, 1.903], [0.221, 3.448, -0.107], [0.382, 3.826, 1.584], [-1.055, 3.133, 1.033], [-0.042, -2.598, 2.563], [-0.751, -1.273, 2.325], [0.016, -1.786, 2.040]], "mulliken_charge": [-1.2181, -1.2134, -0.9205, -0.4611, -0.7058, -0.5254, -1.2072, 0.8734, -0.0671, 0.9073, 0.2581, 0.6126, 0.3989, 0.5642, 0.2714, 0.4947, 0.5525, 0.3798, 0.1722, 0.3156, 0.3628, 0.3205, 0.3196, 0.3076, -0.7926], "homo_lumo_gap_ev": [3.95, 9.78], "e_homo_ha": [-0.1147, -0.3351], "multiplicity": 2}


Arrangement x

{"formula": "C5H17N2O", "method": "the ωB97M-V functional and the def2-TZVPD basis", "elements": ["C", "N", "C", "C", "N", "C", "C", "H", "H", "H", "H", "H", "H", "H", "H", "H", "H", "H", "H", "H", "H", "H", "H", "H", "O"], "xyz": [[0.598, 0.414, 1.264], [-0.362, -0.640, 1.490], [-1.499, -0.305, 2.334], [1.266, 0.154, -0.085], [0.171, 0.202, -1.107], [0.461, -0.349, -2.460], [2.482, 1.007, -0.402], [1.361, 0.519, 2.040], [0.058, 1.360, 1.233], [0.047, -1.536, 1.702], [-2.026, -1.225, 2.596], [-1.244, 0.204, 3.269], [-2.196, 0.244, 1.712], [1.581, -0.894, -0.046], [-0.049, 1.242, -1.275], [-0.633, -0.289, -0.696], [1.508, -0.200, -2.701], [0.216, -1.411, -2.482], [-0.153, 0.235, -3.152], [3.348, 0.622, 0.135], [2.718, 0.988, -1.458], [2.328, 2.040, -0.097], [-3.586, -0.731, 0.128], [-3.445, -1.010, -1.349], [-2.949, -0.643, -0.593]], "mulliken_charge": [-1.4116, -0.2141, -1.0789, 0.1623, 0.0881, -2.4084, -1.2512, 0.3283, 0.5421, 0.2258, 0.4053, 0.3298, 0.2995, 0.1005, 0.9854, 0.2329, 0.1746, 0.3483, 1.1375, 0.4306, 0.2983, 0.3904, 0.3231, 0.3761, -0.8147], "homo_lumo_gap_ev": [3.36, 9.90], "e_homo_ha": [-0.0923, -0.3406], "multiplicity": 2}


Most stable structure: arrangement x